Here is a cluster of 3 separate species, C4H10N2O in total from the OMol25 dataset. Energies are from ωB97M-V with the def2-TZVPD basis set.

Computed properties:
LUMO: 0.8 eV
HOMO: -9.5 eV

Each line ends with the Mulliken charge.
Atoms and positions in Å:
C1 -2.166 0.064 -1.068  -1.274
C2 -0.948 -0.058 -0.188  0.830
N1 -0.974 -0.170 1.089  -0.657
N2 0.238 0.193 -0.807  -0.140
H1 -1.891 -0.287 1.504  0.156
H2 0.157 0.972 1.638  -0.005
H3 0.195 0.607 -1.730  0.208
H4 -2.012 -0.481 -1.998  0.347
H5 -3.043 -0.336 -0.562  0.388
H6 -2.354 1.112 -1.304  0.299
C3 1.945 -0.874 0.630  -0.799
C4 1.558 0.307 -0.226  0.232
O1 2.366 0.972 -0.847  -0.589
H7 0.817 1.475 1.380  0.092
H8 1.244 -1.006 1.451  0.341
H9 2.943 -0.717 1.023  0.294
H10 1.925 -1.774 0.014  0.275



Here is a cluster of 3 separate species, C4H10N2O in total from the OMol25 dataset. Energies are from ωB97M-V with the def2-TZVPD basis set.

Computed properties:
LUMO: 0.8 eV
HOMO: -9.2 eV

Each line ends with the Mulliken charge.
Atoms and positions in Å:
C1 2.432 2.173 3.273  -1.188
C2 2.366 1.779 1.808  -0.307
N1 1.138 1.052 1.515  -0.322
C3 1.049 0.616 0.141  -0.525
C4 -0.295 0.117 -0.242  0.379
N2 -1.144 -0.730 -0.021  -0.631
H1 3.348 2.741 3.482  0.351
H2 1.567 2.794 3.548  0.315
H3 2.438 1.279 3.915  0.322
H4 2.387 2.683 1.179  0.327
H5 3.266 1.190 1.540  0.291
H6 1.055 0.247 2.130  0.246
H7 1.289 1.461 -0.527  0.370
H8 1.762 -0.200 -0.103  0.352
O1 -1.709 1.365 -0.772  -0.795
H9 -2.226 0.179 -0.366  0.507
H10 -1.454 2.109 -0.215  0.310



Here is an isolated molecule of C4H10N2O from the OMol25 dataset. Energies are from ωB97M-V with the def2-TZVPD basis set.

Computed properties:
LUMO: 0.9 eV
HOMO: -8.8 eV

Each line ends with the Mulliken charge.
Atoms and positions in Å:
N1 -0.673 2.276 1.664  -0.580
C1 -0.201 0.878 1.525  -0.401
N2 0.538 0.649 0.203  -0.345
C2 0.849 -0.730 -0.103  -0.509
C3 0.509 -1.063 -1.550  -0.617
C4 -1.040 -1.529 -1.663  0.114
O1 -1.656 -2.139 -0.801  -0.457
H1 -0.049 2.947 1.976  0.220
H2 -1.172 2.636 0.829  0.231
H3 0.479 0.461 2.290  0.367
H4 -1.129 0.112 1.567  0.252
H5 1.258 1.322 0.247  0.182
H6 0.147 -1.271 0.567  0.289
H7 1.840 -1.031 0.044  0.371
H8 1.141 -1.953 -1.936  0.319
H9 0.537 -0.049 -2.008  0.320
H10 -1.376 -1.516 -2.850  0.245



Here is a cluster of 2 separate species, C4H10N2O in total from the OMol25 dataset. Energies are from ωB97M-V with the def2-TZVPD basis set.

Computed properties:
LUMO: 0.9 eV
HOMO: -8.3 eV

Each line ends with the Mulliken charge.
Atoms and positions in Å:
N1 3.824 -0.463 -0.073  -0.109
O1 3.402 0.776 0.061  -0.689
H1 3.070 -1.149 -0.089  0.283
H2 4.246 -0.458 -0.991  0.263
H3 4.659 -0.835 0.410  0.300
C1 -2.434 -0.691 -0.107  -1.243
C2 -1.796 0.653 -0.054  -0.356
C3 -0.386 0.603 0.580  -0.472
C4 0.352 -0.579 0.371  0.371
N2 1.040 -1.439 0.014  -0.654
H4 -2.001 -1.415 -0.772  0.369
H5 -3.425 -0.424 -0.348  0.394
H6 -2.371 -1.122 0.911  0.308
H7 -2.265 1.414 0.548  0.296
H8 -1.733 0.991 -1.044  0.311
H9 -0.188 0.917 1.602  0.364
H10 0.213 1.372 0.075  0.263



Here is a cluster of 2 separate species, C4H10N2O in total from the OMol25 dataset. Energies are from ωB97M-V with the def2-TZVPD basis set.

Computed properties:
LUMO: 0.9 eV
HOMO: -9.7 eV

Each line ends with the Mulliken charge.
Atoms and positions in Å:
C1 2.957 2.238 0.787  -0.290
N1 2.024 1.575 0.217  -0.370
C2 1.508 0.465 1.012  -0.435
C3 0.206 -0.117 0.447  -0.933
H1 3.298 1.944 1.800  0.257
H2 3.472 3.011 0.126  0.251
H3 2.314 -0.286 1.056  0.347
H4 1.391 0.785 2.099  0.345
H5 -0.077 -1.119 0.891  0.326
H6 -0.623 0.585 0.653  0.204
H7 0.320 -0.341 -0.634  0.278
N2 -3.212 -1.245 -0.881  -0.306
C4 -2.384 -1.644 -1.922  0.113
O1 -1.506 -0.990 -2.465  -0.514
H8 -3.937 -1.816 -0.527  0.202
H9 -3.081 -0.405 -0.330  0.221
H10 -2.669 -2.639 -2.328  0.304



Here is a cluster of 2 separate species, C4H10N2O in total from the OMol25 dataset. Energies are from ωB97M-V with the def2-TZVPD basis set.

Computed properties:
LUMO: 0.8 eV
HOMO: -9.2 eV

Each line ends with the Mulliken charge.
Atoms and positions in Å:
C1 1.086 1.828 -0.653  -0.907
C2 0.227 0.866 -1.424  0.171
N1 0.323 -0.394 -1.451  -0.540
C3 1.407 -1.033 -0.724  -0.875
H1 0.935 1.666 0.419  0.223
H2 0.833 2.860 -0.885  0.305
H3 2.145 1.664 -0.859  0.296
H4 -0.589 1.293 -2.006  0.389
H5 1.301 -2.114 -0.822  0.273
H6 2.386 -0.748 -1.121  0.358
H7 1.389 -0.769 0.338  0.288
N2 -2.505 -1.191 1.953  -0.407
C4 -1.519 -0.472 1.456  0.381
O1 -0.614 0.214 1.808  -0.507
H8 -2.650 -1.198 2.961  0.241
H9 -2.528 -1.549 0.767  0.566
H10 -1.628 -0.921 0.244  -0.254



Here is a structure of composition C4H10N2O from the OMol25 dataset. Energies are from ωB97M-V with the def2-TZVPD basis set.

Computed properties:
LUMO (spin up / spin down): -0.3 / -0.3 eV
HOMO (spin up / spin down): -7.8 / -7.8 eV

Each line ends with the Mulliken charge.
Atoms and positions in Å:
C1 1.901 0.244 -1.744  -1.194
C2 0.819 -0.566 -1.078  -0.126
H1 2.671 0.598 -1.054  0.335
H2 1.510 1.093 -2.308  0.315
H3 2.423 -0.400 -2.473  0.385
H4 1.242 -1.421 -0.558  0.348
H5 -0.002 -0.814 -1.743  0.334
H6 -0.678 -1.322 0.354  -0.108
C3 -1.557 -0.599 0.637  0.549
N1 -1.784 -0.559 2.030  -0.489
C4 0.071 1.561 0.822  -0.472
N2 -0.142 0.603 0.042  -0.258
O1 -2.539 -0.659 -0.122  -0.659
H7 -1.545 -1.416 2.516  0.234
H8 -2.738 -0.344 2.296  0.228
H9 -0.152 1.487 1.894  0.311
H10 0.500 2.514 0.490  0.267



Here is a structure of composition C4H10N2O from the OMol25 dataset. Energies are from ωB97M-V with the def2-TZVPD basis set.

Computed properties:
LUMO (spin up / spin down): 0.6 / 0.6 eV
HOMO (spin up / spin down): -6.9 / -6.9 eV

Each line ends with the Mulliken charge.
Atoms and positions in Å:
C1 -1.600 -0.645 1.280  -0.232
C2 0.984 0.206 -1.730  -1.482
C3 1.333 0.957 0.735  -1.260
N1 -0.827 -1.766 -0.536  -1.111
C4 0.688 0.042 -0.264  1.038
O1 -1.738 0.677 1.500  -0.437
N2 -0.163 -0.845 0.149  0.368
H1 -2.262 1.077 0.797  0.367
H2 -0.533 -1.757 -1.523  0.175
H3 -2.471 -1.134 0.859  0.240
H4 -1.144 -1.149 2.117  0.329
H5 1.488 -0.675 -2.144  0.338
H6 0.065 0.346 -2.318  0.358
H7 1.631 1.071 -1.899  0.343
H8 0.867 1.948 0.731  0.214
H9 2.399 1.095 0.500  0.421
H10 1.283 0.552 1.744  0.331



Here is an isolated molecule of C4H10N2O from the OMol25 dataset. Energies are from ωB97M-V with the def2-TZVPD basis set.

Computed properties:
LUMO: 0.7 eV
HOMO: -9.4 eV

Each line ends with the Mulliken charge.
Atoms and positions in Å:
C1 -0.727 -2.041 -0.313  -0.950
C2 0.633 -1.544 0.250  -0.435
C3 0.346 -0.465 1.325  0.459
O1 0.180 -0.815 2.472  -0.620
N1 0.136 0.800 0.851  -0.215
C4 0.092 1.347 -0.480  -0.352
N2 0.044 2.837 -0.468  -0.616
H1 -1.540 -2.263 0.360  0.312
H2 -0.692 -2.975 -0.902  0.334
H3 -1.120 -1.232 -1.037  0.185
H4 1.324 -1.160 -0.492  0.295
H5 1.266 -2.341 0.705  0.303
H6 -0.226 1.485 1.515  0.257
H7 -0.853 0.998 -0.860  0.278
H8 0.846 1.067 -1.197  0.290
H9 0.985 3.205 -0.629  0.247
H10 -0.693 3.095 -1.103  0.229



Here is an isolated molecule of C4H10N2O from the OMol25 dataset. Energies are from ωB97M-V with the def2-TZVPD basis set.

Computed properties:
LUMO: 0.9 eV
HOMO: -8.4 eV

Each line ends with the Mulliken charge.
Atoms and positions in Å:
N1 -2.042 -1.819 -1.142  -0.550
C1 -0.890 -0.860 -1.097  -0.075
N2 -0.892 -0.118 0.129  -0.323
C2 -0.138 1.020 0.639  -0.686
C3 1.277 0.712 1.261  -0.425
C4 2.333 0.967 0.217  -0.081
O1 2.309 0.284 -0.823  -0.476
H1 -2.734 -1.707 -1.853  0.177
H2 -2.424 -2.236 -0.254  0.172
H3 -0.767 -0.060 -1.887  0.232
H4 0.002 -1.490 -1.255  0.191
H5 -1.177 -0.704 0.866  0.208
H6 -0.023 1.915 -0.041  0.376
H7 -0.652 1.329 1.595  0.259
H8 1.620 1.208 2.173  0.325
H9 1.316 -0.337 1.343  0.280
H10 2.882 1.894 0.131  0.395



Values of DFT total energy, in order: -9336.53076 -9334.02050 -9335.73242 -9334.24721 -9336.82799 -9334.46629 -9333.01282 -9333.81883 -9337.61605 -9335.64025, all in eV.
Values of energy above the lowest of the compared OMol25 structures with the same formula, charge and spin, in order: 56.7 114.5 75.1 109.3 49.8 104.3 137.8 119.2 31.6 77.2, all in kcal/mol.